The following is a DFT calculation (wB97M-V/def2-TZVPD) of a 2-piece molecular cluster, C4H11N3O overall.

Geometry (Å):
H1 1.86601 3.04915 0.44467
N1 0.98656 2.79810 0.00721
C1 0.96686 1.62876 -0.48974
N2 -0.08974 1.14823 -1.16777
C2 -1.31177 1.89867 -1.29235
H2 1.79737 0.90411 -0.44923
H3 -0.11981 0.15604 -1.36554
H4 -2.07875 1.54374 -0.59623
H5 -1.69663 1.81615 -2.30996
H6 -1.08228 2.93740 -1.06441
C3 -0.52649 -1.19133 1.37896
C4 0.14258 -2.01571 0.30562
N3 0.85341 -3.07126 0.75628
O1 0.07080 -1.75643 -0.87859
H7 0.10091 -0.32887 1.59942
H8 -0.68155 -1.76262 2.28926
H9 -1.47875 -0.82085 1.00963
H10 1.34318 -3.64565 0.08994
H11 0.93809 -3.28761 1.73286

Forces on atoms 1 to 3 (eV/Å):
0.005 -0.302 -0.094
0.011 0.626 0.298
0.562 -0.317 0.024

* energy above the lowest of the compared OMol25 structures with the same formula, charge and spin: 0.515 eV
* Kohn-Sham gap: 9.0 eV
* SMILES string: [H]/N=C/NC.CC(N)=O
* net charge: 0

=====

The following is a DFT calculation (wB97M-V/def2-TZVPD) of a 2-piece molecular cluster, C4H11N3O overall at a distorted geometry.

Geometry (Å):
H1 0.71555 -1.40171 -1.70782
N1 1.49986 -1.05046 -1.13968
C1 0.93419 -0.51228 -0.10651
C2 1.79435 0.09659 0.97148
N2 -0.48551 -0.54688 0.06251
C3 -1.14595 -0.18977 1.31419
N3 -1.18814 -1.30934 -0.91342
H2 1.48556 1.13147 1.14135
H3 1.68684 -0.47204 1.89842
H4 2.84514 0.08377 0.67026
H5 -2.23159 -0.31567 1.24441
H6 -0.78665 -0.81043 2.14036
H7 -0.94914 0.85911 1.55299
H8 -1.12680 -2.30455 -0.68405
H9 -2.18430 -1.08147 -0.88823
C4 -0.22414 1.93636 -1.39033
O1 -0.53986 2.71949 -0.49820
H10 -0.95058 1.51152 -2.10232
H11 0.85118 1.65629 -1.56542

Forces on atoms 1 to 3 (eV/Å):
0.595 -0.030 -0.160
-1.109 0.576 0.805
-0.273 -1.245 -0.966

* energy above the lowest of the compared OMol25 structures with the same formula, charge and spin: 3.124 eV
* Kohn-Sham gap: 9.3 eV
* SMILES string: [H]/N=C(/C)N(C)N.C=O
* net charge: 0

=====

The following is a DFT calculation (wB97M-V/def2-TZVPD) of C4H11N3O in the gas phase at a distorted geometry.

Geometry (Å):
C1 -0.90294 -0.59931 0.03014
N1 -0.87926 0.79511 0.14244
C2 -0.05571 1.34155 1.11866
N2 -0.54376 1.06610 2.57181
O1 1.40030 1.11144 1.13088
C3 0.10519 -1.01732 -1.10174
C4 0.03223 -0.05897 -2.30688
N3 1.34619 -1.31620 -0.59511
H1 -1.90638 -0.90694 -0.27421
H2 -0.50606 -1.08222 0.93398
H3 -0.22477 2.40992 1.15610
H4 -0.64497 0.05392 2.77299
H5 0.07524 1.43770 3.27858
H6 -0.38008 -1.97737 -1.49553
H7 0.69331 0.83301 -1.98514
H8 -0.86799 0.56960 -2.24804
H9 0.39206 -0.56310 -3.20171
H10 1.43197 -2.32875 -0.62566
H11 1.43543 0.23180 0.69844

Forces on atoms 1 to 3 (eV/Å):
-1.150 3.654 3.998
-0.396 -2.803 -0.961
1.275 1.790 5.250

* energy above the lowest of the compared OMol25 structures with the same formula, charge and spin: 7.086 eV
* Kohn-Sham gap: 6.1 eV
* net charge: 0

=====

The following is a DFT calculation (wB97M-V/def2-TZVPD) of a 2-piece molecular cluster, C4H11N3O overall at a distorted geometry.

Geometry (Å):
H1 1.84336 -1.21457 -1.56714
N1 0.96482 -0.79526 -1.27504
C1 0.42936 -1.34689 -0.24213
N2 0.97639 -2.34889 0.49881
C2 -0.75867 -0.68635 0.36507
C3 -0.25155 0.61771 1.23227
O1 -1.45108 -1.60052 1.18635
H2 0.37493 -2.79162 1.17403
H3 1.70305 -2.91279 0.08723
H4 -1.40041 -0.28523 -0.42554
H5 -1.12142 1.19412 1.54370
H6 0.49302 1.24142 0.75852
H7 0.27058 0.16259 2.08060
H8 -2.18223 -1.13292 1.60276
C4 -0.04470 2.79702 -1.35453
N3 -0.33821 1.65691 -1.75860
H9 0.78253 3.02923 -0.65620
H10 -0.63398 3.66098 -1.66071
H11 0.34421 0.75507 -1.58948

Forces on atoms 1 to 3 (eV/Å):
-0.053 -0.108 0.108
-0.277 -0.484 0.259
1.286 0.397 -0.245

* energy above the lowest of the compared OMol25 structures with the same formula, charge and spin: 2.363 eV
* Kohn-Sham gap: 9.0 eV
* SMILES string: [H]/N=C(\N)[C@H](C)O.C=N
* net charge: 0

=====

The following is a DFT calculation (wB97M-V/def2-TZVPD) of an isolated ion of composition C4H11N3O and charge +1 at a distorted geometry.

Geometry (Å):
C1 0.43742 -0.98861 -0.42912
N1 -0.68816 -1.07676 0.42691
C2 -1.59994 0.40429 0.15826
N2 -2.98230 -0.14710 0.00481
O1 -1.17259 1.24104 -0.73218
C3 1.70039 -0.37399 0.28764
C4 1.28937 0.82657 1.10868
N3 2.81075 -0.02520 -0.64369
H1 0.76901 -1.96892 -0.78428
H2 0.25827 -0.34886 -1.31544
H3 -1.56378 0.82324 1.18810
H4 -2.84888 -1.13049 0.08608
H5 -3.36544 0.14600 -0.90356
H6 2.04561 -1.18521 0.99466
H7 2.16632 1.26845 1.52956
H8 0.78534 1.57126 0.42279
H9 0.61746 0.48396 1.86950
H10 3.08675 -0.82027 -1.19309
H11 2.48462 0.76645 -1.30595

Forces on atoms 1 to 3 (eV/Å):
-3.216 -1.528 -1.444
1.608 2.745 -2.193
-1.351 -1.918 1.311

* spin multiplicity: 2
* energy above the lowest of the compared OMol25 structures with the same formula, charge and spin: 6.803 eV
* Kohn-Sham gap (spin up / spin down): 6.1 / 6.8 eV
* net charge: +1

=====

The following is a DFT calculation (wB97M-V/def2-TZVPD) of a 2-piece molecular cluster, C4H11N3O2 overall at a distorted geometry.

Geometry (Å):
C1 2.86796 -0.47265 1.56559
N1 1.84713 -1.32620 2.10158
C2 0.64987 -1.18671 1.68404
N2 -0.34378 -2.03440 2.08078
N3 0.11969 -0.06735 0.96859
H1 2.67854 -0.09449 0.54887
H2 3.84603 -0.94651 1.49284
H3 3.03889 0.46103 2.12397
H4 -1.27582 -1.65748 2.15867
H5 -0.13535 -2.56608 2.90450
H6 -0.62226 -0.44912 0.39712
H7 0.80520 0.38265 0.39732
C3 -1.32107 2.05373 -1.95178
C4 -1.65602 0.66972 -2.39994
O1 -0.92285 -0.28791 -2.36835
O2 -2.87222 0.59537 -2.91509
H8 -0.50349 2.40634 -2.59053
H9 -0.87347 2.14380 -0.96515
H10 -2.19466 2.68064 -2.08323
H11 -3.13232 -0.30438 -3.14979

Forces on atoms 1 to 3 (eV/Å):
0.333 1.047 -0.518
-0.252 -0.429 -0.444
0.582 2.013 0.692

* energy above the lowest of the compared OMol25 structures with the same formula, charge and spin: 0.760 eV
* Kohn-Sham gap: 9.2 eV
* SMILES string: CN=C(N)N.CC(=O)O
* net charge: 0

=====

The following is a DFT calculation (wB97M-V/def2-TZVPD) of a 2-piece molecular cluster, C4H11N3O2 overall at a distorted geometry.

Geometry (Å):
C1 1.90781 1.83899 1.38523
N1 1.96336 0.59689 2.19142
C2 1.07924 -0.26963 1.88045
N2 0.39478 -0.46397 0.69328
N3 0.56919 -1.06649 2.94140
H1 2.92101 2.16346 1.14623
H2 1.38908 2.60793 1.95038
H3 1.44164 1.65683 0.41278
H4 0.20472 0.42320 0.25648
H5 -0.37234 -1.11152 0.74022
H6 1.06913 -0.82916 3.79581
H7 0.84290 -2.05225 2.90393
C3 -1.21250 -1.19245 -2.80264
C4 -1.61886 0.21670 -2.53054
O1 -1.29989 1.27209 -3.00142
O2 -2.70221 0.10416 -1.71268
H8 -1.87735 -1.76661 -3.45545
H9 -1.14621 -1.68965 -1.84238
H10 -0.39521 -1.34117 -3.50149
H11 -3.15830 0.90267 -1.45101

Forces on atoms 1 to 3 (eV/Å):
1.025 -1.284 -0.376
-1.170 1.109 -0.536
-0.208 -0.258 1.531

* energy above the lowest of the compared OMol25 structures with the same formula, charge and spin: 1.616 eV
* Kohn-Sham gap: 9.5 eV
* SMILES string: CN=C(N)N.CC(=O)O
* net charge: 0

=====

The following is a DFT calculation (wB97M-V/def2-TZVPD) of a 2-piece molecular cluster, C4H11N3O2 overall at a distorted geometry.

Geometry (Å):
H1 0.78985 1.32690 0.66056
N1 1.08276 0.49666 0.21213
C1 2.12939 0.49746 -0.61746
N2 2.78494 1.65811 -0.95958
N3 2.50947 -0.73827 -1.32362
C2 2.14937 -2.08104 -0.70781
H2 3.53925 1.73060 -1.55570
H3 2.53110 2.45274 -0.39292
H4 3.50226 -0.71544 -1.47840
H5 1.77007 -2.56490 -1.51144
H6 1.44513 -1.99247 0.04473
H7 3.06279 -2.45349 -0.16292
C3 -2.05808 0.32055 -0.28801
C4 -2.90090 0.07372 0.76204
O1 -4.00652 -0.47405 1.00394
O2 -2.10806 0.20882 1.90922
H8 -1.59796 1.41952 -0.32031
H9 -2.63097 0.44263 -1.25835
H10 -1.43026 -0.58184 -0.44180
H11 -2.62349 0.27786 2.71620

Forces on atoms 1 to 3 (eV/Å):
0.185 1.288 0.115
2.962 -2.528 -2.513
-2.896 -0.993 1.353

* energy above the lowest of the compared OMol25 structures with the same formula, charge and spin: 2.799 eV
* Kohn-Sham gap: 9.5 eV
* SMILES string: [H]/N=C(\N)NC.CC(=O)O
* net charge: 0